Entry 1:
A structure of composition C21H43N2P3SSeTc, computed with ωB97M-V with the def2-TZVPD basis set.

Output
Orbital gap (spin up / spin down) = 3.2 / 2.9 eV
Expectation value of S² = 3.811
Energy above the lowest of the compared OMol25 structures with the same formula, charge and spin = 3.365 eV
Total charge = +4
Multiplicity = 4
Lowest unoccupied orbital energy (spin up / spin down) = -0.5645 / -0.5750 Eh

Positions of all 72 atoms, in Å:
1 Tc -0.346 -0.317 0.234
2 P -0.058 1.544 1.561
3 P -2.497 0.466 0.119
4 P 1.964 -0.233 0.299
5 H -1.655 -3.007 -4.433
6 C -1.134 -3.675 -3.734
7 C -0.807 -3.395 -2.453
8 H -1.372 -2.733 -1.801
9 C 0.240 3.098 0.622
10 C -1.346 2.199 2.730
11 C 1.340 1.720 2.753
12 C -3.388 -0.391 -1.227
13 C -3.577 0.118 1.567
14 C -2.886 2.222 -0.241
15 C 2.277 -1.372 -1.096
16 C 3.097 -0.839 1.627
17 C 2.863 1.288 -0.236
18 H -0.911 -4.636 -4.214
19 H 0.037 -3.935 -2.016
20 H 0.517 3.858 1.364
21 H -0.631 3.379 0.033
22 H 1.053 2.980 -0.091
23 H -0.882 3.043 3.264
24 H -1.641 1.450 3.480
25 H -2.244 2.570 2.226
26 H 1.182 2.681 3.259
27 H 2.324 1.745 2.280
28 H 1.308 0.932 3.515
29 H -4.415 0.004 -1.216
30 H -3.381 -1.473 -1.033
31 H -2.883 -0.179 -2.179
32 H -4.603 0.329 1.236
33 H -3.336 0.755 2.426
34 H -3.478 -0.934 1.870
35 H -3.987 2.295 -0.285
36 H -2.432 2.488 -1.213
37 H -2.503 2.914 0.520
38 H 3.371 -1.442 -1.213
39 H 1.783 -0.962 -1.992
40 H 1.830 -2.351 -0.864
41 H 4.138 -0.685 1.297
42 H 2.933 -1.910 1.809
43 H 2.960 -0.310 2.579
44 H 3.891 1.009 -0.507
45 H 2.906 2.052 0.551
46 H 2.343 1.703 -1.111
47 C 0.149 2.205 -4.189
48 C -0.055 0.849 -3.812
49 C 0.150 -0.181 -4.727
50 C 0.631 0.087 -6.020
51 C 0.963 1.405 -6.378
52 C 0.763 2.440 -5.442
53 Se -0.884 3.392 -3.082
54 H 0.120 4.049 -2.162
55 H -0.475 0.660 -2.813
56 H -0.090 -1.185 -4.397
57 H 0.767 -0.720 -6.737
58 H 1.355 1.615 -7.395
59 H 1.033 3.455 -5.722
60 C 0.929 -4.230 3.508
61 N 0.679 -2.864 3.959
62 C 1.116 -2.329 5.158
63 C 0.655 -1.069 5.248
64 N -0.067 -0.852 4.102
65 C 0.011 -1.910 3.266
66 S -0.632 -2.011 1.678
67 H -0.025 -4.765 3.359
68 H 1.490 -4.209 2.561
69 H 1.525 -4.743 4.282
70 H 1.730 -2.857 5.853
71 H 0.779 -0.290 5.973
72 H -0.582 -0.007 3.856

Entry 2:
A structure of composition C21H43N2P3STm, computed with ωB97M-V with the def2-TZVPD basis set.

Output
Orbital gap (spin up / spin down) = 4.9 / 4.9 eV
Expectation value of S² = 2.003
Total charge = +3
Multiplicity = 3
Lowest unoccupied orbital energy (spin up / spin down) = -0.4107 / -0.4102 Eh

Positions of all 71 atoms, in Å:
1 Tm -0.491 1.131 0.750
2 P -0.789 -2.079 -0.134
3 P 2.047 -0.181 1.393
4 P -2.671 0.834 -1.316
5 H 1.122 2.795 -0.020
6 C 0.056 3.129 -0.100
7 C -0.759 3.441 0.976
8 H -0.437 3.944 1.897
9 C -0.006 -2.879 -1.598
10 C -0.220 -3.306 1.112
11 C -2.451 -2.849 -0.363
12 C 3.364 0.853 2.198
13 C 1.918 -1.405 2.772
14 C 3.102 -1.156 0.246
15 C -3.313 2.336 -2.196
16 C -4.297 0.155 -0.793
17 C -2.509 -0.233 -2.838
18 H -0.306 3.038 -1.152
19 H -1.853 3.411 0.904
20 H -0.279 -3.943 -1.583
21 H 1.085 -2.787 -1.559
22 H -0.363 -2.436 -2.532
23 H -0.580 -4.306 0.837
24 H -0.635 -3.045 2.091
25 H 0.873 -3.326 1.174
26 H -2.330 -3.943 -0.359
27 H -2.902 -2.553 -1.314
28 H -3.117 -2.564 0.461
29 H 4.332 0.328 2.144
30 H 3.098 1.024 3.252
31 H 3.462 1.824 1.693
32 H 2.737 -2.129 2.670
33 H 0.978 -1.955 2.777
34 H 1.995 -0.882 3.729
35 H 4.132 -1.155 0.627
36 H 3.101 -0.726 -0.764
37 H 2.755 -2.194 0.195
38 H -4.030 1.998 -2.961
39 H -2.502 2.898 -2.680
40 H -3.834 2.987 -1.483
41 H -5.047 0.381 -1.560
42 H -4.598 0.618 0.151
43 H -4.245 -0.930 -0.661
44 H -3.012 0.294 -3.662
45 H -2.973 -1.214 -2.687
46 H -1.473 -0.391 -3.164
47 C 2.196 1.243 -2.940
48 C 2.663 0.481 -4.018
49 C 4.022 0.381 -4.250
50 C 4.930 1.108 -3.486
51 C 4.446 1.965 -2.496
52 C 3.074 2.122 -2.256
53 S 0.515 0.850 -2.636
54 H 0.392 -0.331 -3.391
55 H 1.977 -0.138 -4.594
56 H 4.363 -0.275 -5.049
57 H 6.008 0.994 -3.667
58 H 5.145 2.521 -1.875
59 H 2.704 2.867 -1.545
60 C -3.076 -0.780 3.012
61 C -1.980 0.082 3.498
62 N -1.236 0.909 2.743
63 C -0.314 1.519 3.585
64 C -0.540 1.104 4.859
65 N -1.599 0.182 4.786
66 H -2.748 -1.824 2.846
67 H -3.444 -0.390 2.049
68 H -3.914 -0.780 3.731
69 H 0.375 2.242 3.198
70 H -0.048 1.410 5.766
71 H -2.046 -0.317 5.562

Entry 3:
A structure of composition C21H43N2P3SYb, computed with ωB97M-V with the def2-TZVPD basis set.

Output
Orbital gap (spin up / spin down) = 6.5 / 4.5 eV
Expectation value of S² = 0.777
Energy above the lowest of the compared OMol25 structures with the same formula, charge and spin = 1.253 eV
Total charge = +3
Multiplicity = 2
Lowest unoccupied orbital energy (spin up / spin down) = -0.3463 / -0.4184 Eh

Positions of all 71 atoms, in Å:
1 Yb -0.029 0.554 -0.777
2 P -1.833 0.405 2.208
3 P 1.023 1.961 1.415
4 P -1.748 -2.297 -0.124
5 H 6.986 -2.564 -2.320
6 C 6.362 -3.029 -3.090
7 C 5.916 -2.316 -4.136
8 H 6.154 -1.252 -4.231
9 C -1.298 -0.481 3.742
10 C -2.123 2.047 2.975
11 C -3.589 -0.141 2.235
12 C 2.214 2.079 0.013
13 C 0.742 3.735 1.775
14 C 2.153 1.542 2.791
15 C -1.118 -3.240 -1.517
16 C -3.513 -2.179 -0.534
17 C -1.721 -3.411 1.295
18 H 6.197 -4.104 -2.999
19 H 5.387 -2.793 -4.963
20 H -2.030 -0.301 4.545
21 H -0.312 -0.110 4.051
22 H -1.222 -1.560 3.547
23 H -2.844 1.929 3.795
24 H -2.534 2.742 2.234
25 H -1.186 2.465 3.360
26 H -4.055 0.185 3.176
27 H -3.669 -1.230 2.158
28 H -4.133 0.314 1.399
29 H 2.865 2.938 0.233
30 H 1.729 2.287 -0.964
31 H 2.837 1.178 -0.090
32 H 1.280 4.010 2.692
33 H -0.330 3.912 1.919
34 H 1.096 4.345 0.936
35 H 2.976 2.270 2.807
36 H 2.551 0.528 2.654
37 H 1.602 1.587 3.740
38 H -1.665 -4.190 -1.459
39 H -0.035 -3.386 -1.457
40 H -1.329 -2.688 -2.443
41 H -3.832 -3.244 -0.556
42 H -3.651 -1.725 -1.531
43 H -4.112 -1.632 0.211
44 H -2.068 -4.355 0.851
45 H -2.395 -3.055 2.089
46 H -0.697 -3.510 1.691
47 C 2.416 -1.155 -1.933
48 C 2.407 -1.971 -0.772
49 C 3.591 -2.297 -0.120
50 C 4.816 -1.779 -0.556
51 C 4.848 -0.886 -1.652
52 C 3.673 -0.651 -2.351
53 S 1.029 -0.819 -2.872
54 H -0.631 -1.410 0.233
55 H 1.450 -2.364 -0.425
56 H 3.575 -2.969 0.757
57 H 5.764 -2.126 -0.124
58 H 5.806 -0.464 -1.991
59 H 3.714 -0.083 -3.282
60 C -5.032 3.751 -1.204
61 N -3.815 2.990 -1.385
62 C -3.092 2.892 -2.571
63 C -2.028 2.076 -2.306
64 N -2.076 1.677 -0.981
65 C -3.171 2.239 -0.460
66 H -4.871 4.813 -1.408
67 H -5.821 3.400 -1.875
68 H -5.385 3.651 -0.181
69 H -3.394 3.393 -3.474
70 H -1.236 1.734 -2.964
71 H -3.535 2.136 0.550

Entry 4:
A cluster of 6 separate species, C21H43NO12S6 in total, computed with ωB97M-V with the def2-TZVPD basis set.

Output
Orbital gap = 9.0 eV
Multiplicity = 1
SMILES = O=S1(=O)CCCC1.O=S1(=O)CCCC1.O=S1(=O)CCCC1.O=S1(=O)CCCC1.O=S1(=O)CCCC1.NC(=O)OS
Lowest unoccupied orbital energy = 0.0097 Eh

Positions of all 83 atoms, in Å:
1 O -1.167 3.519 -2.441
2 S -2.249 3.851 -1.545
3 O -1.988 4.536 -0.298
4 C -3.499 4.742 -2.463
5 C -4.413 3.641 -3.001
6 C -4.602 2.650 -1.845
7 C -3.220 2.379 -1.241
8 H -3.025 5.336 -3.240
9 H -4.022 5.392 -1.762
10 H -5.361 4.043 -3.350
11 H -3.934 3.139 -3.831
12 H -5.256 3.090 -1.089
13 H -5.067 1.723 -2.181
14 H -3.264 2.200 -0.170
15 H -2.717 1.559 -1.730
16 O -2.643 -0.533 -1.215
17 S -1.963 -1.637 -0.580
18 O -1.662 -1.610 0.826
19 C -2.836 -3.149 -0.978
20 C -2.192 -3.619 -2.279
21 C -0.681 -3.411 -2.101
22 C -0.476 -2.007 -1.517
23 H -3.899 -2.939 -1.064
24 H -2.656 -3.853 -0.167
25 H -2.437 -4.659 -2.491
26 H -2.552 -3.012 -3.113
27 H -0.291 -4.159 -1.409
28 H -0.144 -3.524 -3.041
29 H 0.378 -1.952 -0.849
30 H -0.382 -1.252 -2.295
31 O 6.668 1.635 3.404
32 S 7.395 0.407 3.187
33 O 8.830 0.357 3.311
34 C 6.660 -0.871 4.200
35 C 5.568 -1.469 3.319
36 C 6.190 -1.609 1.922
37 C 6.902 -0.287 1.605
38 H 6.287 -0.429 5.120
39 H 7.436 -1.602 4.424
40 H 5.226 -2.422 3.711
41 H 4.714 -0.798 3.278
42 H 6.913 -2.427 1.923
43 H 5.438 -1.837 1.169
44 H 7.788 -0.434 0.993
45 H 6.233 0.426 1.125
46 O 3.004 -1.442 4.943
47 S 3.429 -1.901 6.238
48 O 4.523 -2.830 6.385
49 C 3.714 -0.474 7.280
50 C 2.354 -0.194 7.912
51 C 1.787 -1.563 8.314
52 C 1.986 -2.509 7.122
53 H 4.091 0.346 6.672
54 H 4.452 -0.758 8.030
55 H 2.444 0.474 8.767
56 H 1.696 0.280 7.182
57 H 2.332 -1.942 9.180
58 H 0.737 -1.499 8.590
59 H 2.172 -3.533 7.432
60 H 1.144 -2.476 6.434
61 O -5.996 2.365 -5.474
62 S -5.057 1.311 -5.759
63 O -3.734 1.301 -5.190
64 C -5.849 -0.260 -5.431
65 C -6.520 -0.624 -6.752
66 C -5.500 -0.287 -7.848
67 C -4.940 1.109 -7.541
68 H -6.543 -0.147 -4.602
69 H -5.067 -0.973 -5.172
70 H -6.808 -1.674 -6.776
71 H -7.422 -0.025 -6.888
72 H -4.691 -1.020 -7.831
73 H -5.947 -0.318 -8.840
74 H -3.900 1.213 -7.836
75 H -5.536 1.895 -7.999
76 N 4.196 2.030 0.145
77 C 3.029 1.316 -0.082
78 O 2.949 0.477 -0.942
79 O 1.977 1.612 0.743
80 S 1.031 2.899 0.123
81 H 4.064 2.839 0.739
82 H 4.497 2.378 -0.752
83 H 1.872 3.481 -0.747

Entry 5:
A cluster of 6 separate species, C21H43O16 in total, computed with ωB97M-V with the def2-TZVPD basis set.

Output
Orbital gap = 5.0 eV
Energy above the lowest of the compared OMol25 structures with the same formula, charge and spin = 2.410 eV
Total charge = -1
Multiplicity = 1
Lowest unoccupied orbital energy = 0.0914 Eh

Positions of all 80 atoms, in Å:
1 C 0.546 0.339 0.043
2 O -0.752 0.219 -0.557
3 H 1.034 1.260 -0.276
4 H 0.522 0.548 1.113
5 H 1.250 -0.473 -0.137
6 C -1.548 2.614 -7.291
7 C -1.581 2.127 -5.846
8 O -0.666 1.005 -5.682
9 C -0.663 0.183 -4.636
10 O -1.557 0.192 -3.782
11 O 0.457 -0.550 -4.653
12 C 0.666 -1.463 -3.633
13 H -2.203 3.463 -7.490
14 H -1.946 1.772 -7.857
15 H -0.602 2.872 -7.766
16 H -2.597 1.826 -5.588
17 H -1.362 2.982 -5.206
18 H 0.458 -1.106 -2.624
19 H 1.699 -1.793 -3.746
20 H -0.024 -2.290 -3.794
21 C -0.614 -1.461 3.492
22 C 0.804 -1.929 3.115
23 O 1.358 -2.814 4.036
24 C 1.963 -2.474 5.185
25 O 1.950 -1.328 5.684
26 O 2.254 -3.581 5.846
27 C 2.872 -3.426 7.103
28 H -0.673 -0.758 4.323
29 H -1.288 -2.276 3.755
30 H -1.075 -0.855 2.711
31 H 1.429 -1.118 2.742
32 H 0.631 -2.416 2.155
33 H 2.263 -3.130 7.957
34 H 3.690 -2.707 7.152
35 H 3.266 -4.382 7.448
36 C 4.570 -0.631 -1.315
37 C 4.651 0.606 -0.448
38 O 5.942 1.043 -0.668
39 C 6.348 1.700 -1.780
40 O 5.738 1.901 -2.811
41 O 7.595 2.220 -1.467
42 C 8.247 3.002 -2.486
43 H 4.369 -0.601 -2.386
44 H 3.839 -1.314 -0.882
45 H 5.473 -1.240 -1.259
46 H 4.605 0.377 0.617
47 H 3.919 1.357 -0.743
48 H 9.006 3.634 -2.024
49 H 7.546 3.627 -3.038
50 H 8.769 2.328 -3.166
51 C -5.868 5.650 -0.731
52 C -5.625 4.264 -0.199
53 O -4.421 4.364 0.583
54 C -3.611 3.252 0.711
55 O -3.816 2.111 0.262
56 O -2.633 3.576 1.655
57 C -1.536 2.730 1.809
58 H -6.886 5.767 -1.101
59 H -5.176 6.091 -1.449
60 H -5.839 6.267 0.166
61 H -5.496 3.645 -1.087
62 H -6.482 3.916 0.377
63 H -0.836 3.077 2.569
64 H -0.998 2.718 0.861
65 H -1.783 1.685 1.997
66 C -4.505 -3.865 3.535
67 C -4.055 -4.337 2.156
68 O -2.638 -4.168 2.092
69 C -2.152 -3.509 1.026
70 O -2.714 -2.769 0.204
71 O -0.892 -3.836 1.015
72 C -0.135 -3.394 -0.064
73 H -3.983 -2.975 3.887
74 H -4.188 -4.568 4.305
75 H -5.584 -3.753 3.644
76 H -4.661 -3.742 1.472
77 H -4.256 -5.406 2.085
78 H -0.256 -4.093 -0.891
79 H 0.933 -3.331 0.142
80 H -0.485 -2.444 -0.469

Entry 6:
A cluster of 3 separate species, C21H44BFNO13P2 in total, computed with ωB97M-V with the def2-TZVPD basis set.

Output
Orbital gap = 7.6 eV
Total charge = -1
Multiplicity = 1
Lowest unoccupied orbital energy = 0.0797 Eh

Positions of all 83 atoms, in Å:
1 C 2.254 2.301 -4.274
2 C 2.736 2.756 -3.009
3 C 2.610 3.413 -1.476
4 O 2.398 4.881 -1.375
5 B 0.948 5.182 -1.542
6 C 0.757 5.513 -3.176
7 C 2.153 5.998 -3.888
8 O 2.438 5.468 -5.105
9 F 3.114 6.996 -3.363
10 C 0.328 6.558 -0.879
11 P 0.296 6.592 1.030
12 O -0.120 5.207 1.670
13 O 1.860 7.186 1.608
14 O -0.955 7.772 1.475
15 O 0.342 3.897 -1.044
16 C 1.301 2.793 -0.709
17 C 1.555 2.484 0.905
18 O 2.407 3.488 1.564
19 C 3.797 3.018 1.722
20 P 0.450 1.215 -1.366
21 N 1.455 0.023 -1.806
22 H 2.100 2.046 -5.420
23 H 3.688 3.229 -1.059
24 H 0.364 4.514 -3.696
25 H -0.022 6.397 -3.322
26 H -0.785 6.647 -1.292
27 H 0.886 7.529 -1.286
28 H 2.589 6.878 0.963
29 H -1.789 7.188 1.541
30 H 1.956 1.380 0.977
31 H 0.504 2.523 1.453
32 H 4.035 2.022 1.116
33 H 4.491 3.866 1.260
34 H 4.144 2.917 2.851
35 H -0.411 1.548 -2.479
36 H -0.392 0.682 -0.311
37 H 1.249 -0.801 -1.184
38 C -3.889 -3.085 1.609
39 O -3.877 -1.890 2.376
40 C -4.161 -2.100 3.758
41 C -3.187 -1.323 4.649
42 O -1.835 -1.786 4.645
43 C -1.102 -1.652 3.419
44 C -0.806 -0.209 2.986
45 O -1.998 0.462 2.582
46 C -2.122 1.767 3.124
47 H -4.914 -3.328 1.317
48 H -3.296 -2.913 0.706
49 H -3.441 -3.923 2.147
50 H -4.120 -3.163 4.022
51 H -5.181 -1.740 3.936
52 H -3.531 -1.435 5.687
53 H -3.224 -0.249 4.449
54 H -1.578 -2.220 2.621
55 H -0.140 -2.143 3.600
56 H -0.138 -0.229 2.120
57 H -0.298 0.319 3.801
58 H -1.797 1.806 4.171
59 H -3.180 2.046 3.093
60 H -1.549 2.475 2.524
61 C -1.883 -7.033 -3.033
62 O -0.603 -6.419 -3.003
63 C -0.602 -5.084 -3.507
64 C 0.194 -4.147 -2.594
65 O -0.385 -3.883 -1.314
66 C -0.480 -4.985 -0.400
67 C 0.860 -5.530 0.111
68 O 1.577 -6.194 -0.929
69 C 2.948 -5.834 -0.988
70 H -2.068 -7.453 -4.025
71 H -1.886 -7.845 -2.300
72 H -2.679 -6.337 -2.763
73 H -1.621 -4.695 -3.621
74 H -0.132 -5.113 -4.496
75 H 0.252 -3.171 -3.096
76 H 1.232 -4.475 -2.484
77 H -1.103 -5.776 -0.814
78 H -1.027 -4.598 0.466
79 H 0.667 -6.272 0.892
80 H 1.444 -4.712 0.549
81 H 3.095 -4.761 -0.816
82 H 3.315 -6.065 -1.993
83 H 3.516 -6.414 -0.259

Number 1: strongest force on any atom 4.3 eV Å⁻¹, E_tot -4838.2826 Eh. Number 2: strongest force on any atom 6.7 eV Å⁻¹, E_tot -3441.9534 Eh. Number 3: strongest force on any atom 2.2 eV Å⁻¹, E_tot -3515.4250 Eh. Number 4: strongest force on any atom 1.2 eV Å⁻¹, E_tot -4172.6542 Eh. Number 5: strongest force on any atom 4.9 eV Å⁻¹, E_tot -2029.7143 Eh. Number 6: strongest force on any atom 9.9 eV Å⁻¹, E_tot -2666.5624 Eh.